Entry 1:
Molecular formula: C37H78N2O12
Method: DFT, ωB97M-V with the def2-TZVPD basis set

Summary:
Maximum force = 0.1971 hartree/bohr
Orbital gap = 8.6 eV
Electronic energy = -67158.518 eV
Lowest unoccupied orbital energy = 0.0034 Eh
Energy above the lowest of the compared OMol25 structures with the same formula, charge and spin = 177.0 kJ/mol

Geometry as ORCA input:
```
! wB97M-V def2-TZVPD RIJCOSX def2/J DEFGRID3
* xyz 0 1
C -2.886 0.354 -4.845
N -2.231 -0.385 -3.744
C -1.120 0.547 -3.311
C -3.258 -0.504 -2.654
C -1.596 -1.704 -4.259
C -0.890 -2.575 -3.169
O -0.412 -3.841 -3.733
H -2.991 1.388 -4.726
H -3.753 -0.176 -4.959
H -2.185 0.077 -5.852
H -1.469 1.542 -3.391
H -0.337 0.492 -4.006
H -0.502 0.278 -2.529
H -3.567 0.408 -2.504
H -2.779 -0.954 -1.743
H -3.950 -1.032 -3.088
H -1.012 -1.486 -5.133
H -2.415 -2.467 -4.499
H -1.336 -2.669 -2.333
H -0.055 -1.933 -2.793
H -0.017 -4.343 -2.941
N 0.068 -0.451 0.032
O 1.241 -0.156 -0.198
O -0.464 -1.495 -0.436
O -0.689 0.551 0.423
C 5.225 0.957 -2.327
C 3.714 0.953 -2.108
C 3.146 1.533 -3.499
O 4.296 1.379 -4.384
C 5.431 1.703 -3.598
H 5.582 0.112 -2.580
H 5.808 1.187 -1.497
H 3.541 1.404 -1.314
H 3.369 -0.035 -2.015
H 2.819 2.647 -3.331
H 2.290 0.940 -3.832
H 5.647 2.855 -3.471
H 6.248 1.396 -4.270
C 0.760 -2.486 4.226
C 0.452 -1.770 3.052
C -0.952 -1.169 3.342
O -1.068 -1.165 4.743
C -0.411 -2.338 5.184
H 1.786 -1.904 4.573
H 0.992 -3.634 4.246
H 0.604 -2.232 2.170
H 1.131 -0.966 2.863
H -1.666 -1.779 2.990
H -1.046 -0.084 2.885
H -1.081 -3.096 4.911
H -0.199 -2.175 6.168
C 4.339 -3.172 1.738
C 4.907 -4.296 0.963
C 5.559 -3.640 -0.323
O 5.470 -2.334 -0.025
C 4.188 -2.101 0.522
H 4.988 -2.619 2.459
H 3.320 -3.242 2.092
H 4.022 -5.139 0.826
H 5.743 -4.751 1.600
H 5.029 -3.987 -1.163
H 6.538 -4.037 -0.643
H 3.412 -2.130 -0.397
H 4.058 -1.114 0.963
C -4.949 -0.828 3.678
C -4.400 0.226 2.888
C -4.257 -0.377 1.472
O -5.010 -1.559 1.602
C -4.810 -2.113 2.902
H -5.878 -0.636 4.012
H -4.424 -0.888 4.584
H -3.438 0.301 3.106
H -5.026 1.147 2.649
H -3.169 -0.382 1.382
H -4.792 0.136 0.654
H -3.749 -2.405 3.073
H -5.320 -2.997 3.442
C -4.897 4.577 -0.717
C -3.955 3.741 0.076
C -3.212 2.968 -0.877
O -4.004 2.953 -2.083
C -5.242 3.661 -1.858
H -4.380 5.511 -0.954
H -5.940 4.697 -0.137
H -4.323 3.127 0.775
H -3.252 4.384 0.618
H -3.022 1.880 -0.683
H -2.263 3.445 -1.036
H -5.891 2.942 -1.575
H -5.546 4.307 -2.701
C 1.693 -4.553 -0.595
C 2.357 -5.403 -1.700
C 1.318 -6.187 -2.212
O 0.093 -5.798 -1.780
C 0.202 -5.211 -0.554
H 1.420 -3.439 -1.010
H 2.234 -4.553 0.400
H 3.114 -5.984 -1.074
H 2.928 -4.820 -2.503
H 1.354 -7.135 -2.007
H 1.544 -6.209 -3.354
H 0.162 -5.758 0.181
H -0.362 -4.470 -0.227
C 1.982 4.038 0.215
C 2.427 5.071 -0.857
C 1.211 5.163 -1.767
O 0.183 4.527 -1.091
C 0.797 3.523 -0.349
H 2.076 4.364 1.322
H 2.725 3.329 0.134
H 3.290 4.750 -1.287
H 2.766 6.045 -0.385
H 1.393 4.720 -2.652
H 0.899 6.270 -1.896
H 1.006 2.741 -1.151
H 0.009 3.245 0.540
C 0.868 3.350 4.523
C -0.151 2.415 3.921
C -1.527 3.430 3.990
O -1.128 4.221 5.090
C 0.224 4.572 4.788
H 1.620 3.516 3.828
H 1.274 2.843 5.293
H -0.435 1.644 4.810
H -0.326 2.097 2.928
H -2.472 2.618 4.328
H -1.557 3.777 2.991
H 0.573 5.240 5.575
H 0.008 5.089 3.902
*
```

=====

Entry 2:
Molecular formula: C23H24BrFN4O3Sc
Method: DFT, ωB97M-V with the def2-TZVPD basis set

Summary:
Maximum force = 0.0244 hartree/bohr
Orbital gap = 7.8 eV
Electronic energy = -129782.545 eV
Lowest unoccupied orbital energy = -0.3197 Eh
Energy above the lowest of the compared OMol25 structures with the same formula, charge and spin = 8.3 kJ/mol

Geometry as ORCA input:
```
! wB97M-V def2-TZVPD RIJCOSX def2/J DEFGRID3
* xyz 3 1
Sc -2.556 -0.705 -3.841
C -3.358 -6.096 -1.667
C -3.476 -5.108 -2.796
C -4.020 -5.448 -4.030
C -4.121 -4.513 -5.056
C -3.657 -3.265 -4.771
Br -3.734 -1.843 -6.063
N -3.127 -2.882 -3.615
C -3.041 -3.803 -2.640
H -3.751 -7.069 -1.953
H -3.912 -5.754 -0.791
H -2.315 -6.227 -1.373
H -4.377 -6.456 -4.203
H -4.543 -4.757 -6.021
H -2.609 -3.470 -1.705
F 0.883 -1.798 1.887
C 0.734 -0.635 1.242
C 0.018 -0.617 0.088
C -0.201 0.595 -0.593
C -0.981 0.656 -1.786
O -1.487 -0.467 -2.287
C -1.187 1.904 -2.370
C -0.594 3.018 -1.798
N 0.162 2.973 -0.715
C 0.736 4.219 -0.188
C 1.328 5.199 -1.149
C 2.223 4.410 -0.245
C 0.358 1.766 -0.053
C 1.106 1.715 1.127
C 1.311 0.529 1.806
N 2.073 0.513 2.982
C 1.701 1.427 4.063
C 2.905 1.772 4.920
N 3.518 0.500 5.447
C 3.896 -0.412 4.306
C 2.661 -0.727 3.482
C -2.022 2.196 -3.587
O -2.188 3.299 -3.991
O -2.561 1.089 -4.154
H -0.406 -1.538 -0.286
H -0.745 3.986 -2.257
H 0.186 4.598 0.663
H 1.160 6.247 -0.945
H 1.343 4.945 -2.202
H 2.685 4.914 0.593
H 2.821 3.628 -0.696
H 1.565 2.619 1.497
H 0.913 0.985 4.690
H 1.306 2.355 3.664
H 2.624 2.396 5.764
H 3.679 2.269 4.341
H 2.840 0.023 6.046
H 4.326 0.702 6.038
H 4.338 -1.315 4.718
H 4.640 0.120 3.719
H 1.950 -1.307 4.085
H 2.978 -1.355 2.656
*
```

=====

What is the formula in the second record? C23H24BrFN4O3Sc